1.
The following is a quantum chemistry calculation of a structure of composition C60H47AlN7P2STe at a distorted geometry, from OMol25.

Output
Molar mass   1114.68 g/mol
Orbital gap   0.2071 Eh
Maximum force   1.51 eV/A

Geometry as ORCA input:
```
! RIJCOSX wB97M-V def2-TZVPD def2/J DEFGRID3
* xyz 1 1
Al 0.2537 -0.0621 -0.1619
N 2.0429 3.2413 1.7036
C 3.3589 3.0662 2.1765
C 4.0796 4.1618 2.6178
C 5.3702 3.9939 3.1023
C 5.9350 2.7323 3.1371
C 5.2169 1.6348 2.6761
C 3.9315 1.8057 2.1982
S 3.0337 0.3867 1.6188
N 1.5767 1.0426 0.9912
C 1.2856 2.3009 1.1024
C -0.0087 2.7204 0.5412
C -0.5180 4.0107 0.6009
C -1.7500 4.2813 0.0337
C -2.4438 3.2525 -0.5841
C -1.8701 1.9987 -0.6008
N -0.6886 1.7282 -0.0514
H 1.6951 4.1827 1.7234
H 3.6277 5.1465 2.5806
H 5.9252 4.8550 3.4469
H 6.9363 2.5937 3.5202
H 5.6553 0.6445 2.6938
H 0.0244 4.8102 1.0847
H -2.1627 5.2799 0.0730
H -3.4057 3.4215 -1.0461
H -2.3457 1.1547 -1.0704
Te -4.4241 -0.5647 1.1527
C -5.3619 -2.3830 1.7558
C -5.2656 -2.8149 3.0712
C -5.8670 -4.0172 3.4184
N -6.5349 -4.7778 2.5561
C -6.6234 -4.3545 1.2996
C -6.0584 -3.1678 0.8489
C -2.5230 -1.5222 0.8597
P -1.9241 -1.4541 -0.8597
C -1.3026 -3.1399 -1.2719
C -1.8074 -4.2819 -0.6456
C -1.2959 -5.5318 -0.9534
C -0.2762 -5.6548 -1.8924
C 0.2227 -4.5269 -2.5246
C -0.2901 -3.2713 -2.2166
C -3.3895 -1.4671 -2.0087
C -3.9641 -2.6643 -2.4341
C -5.0887 -2.6750 -3.2482
C -5.6630 -1.4890 -3.6729
C -5.0932 -0.2890 -3.2787
C -3.9751 -0.2821 -2.4620
P -1.1813 -0.7637 1.8014
C -0.1206 -2.1687 2.4034
C 1.0170 -1.7325 3.3015
C 1.8210 -2.7228 3.6657
C 1.4108 -4.0796 3.1542
C -0.0558 -4.2972 3.4747
C -0.8551 -3.3272 3.0566
C -1.7664 -0.0209 3.3609
C -2.2833 1.2756 3.2943
C -2.8117 1.8914 4.4152
C -2.8298 1.2192 5.6290
C -2.2905 -0.0548 5.7160
C -1.7512 -0.6690 4.5934
H -4.7338 -2.2287 3.8108
H -5.8144 -4.3869 4.4372
H -7.1740 -4.9963 0.6197
H -6.1563 -2.8677 -0.1870
H -2.5842 -4.1724 0.1051
H -1.6903 -6.4128 -0.4632
H 0.1277 -6.6316 -2.1263
H 1.0163 -4.6199 -3.2556
H 0.1073 -2.3892 -2.7051
H -3.5513 -3.6140 -2.1374
H -5.5099 -3.6250 -3.5512
H -6.5379 -1.4986 -4.3092
H -5.5212 0.6506 -3.6037
H -3.5722 0.6811 -2.1894
H 1.1278 -0.6961 3.5914
H 2.6984 -2.6047 4.2886
H 2.0423 -4.8889 3.5027
H -0.3819 -5.2160 3.9435
H -1.9374 -3.3368 3.0936
H -2.2691 1.8103 2.3499
H -3.2193 2.8917 4.3447
H -3.2514 1.6914 6.5065
H -2.2867 -0.5808 6.6618
H -1.3207 -1.6539 4.6962
C 1.9698 1.1035 -4.5422
C 2.7648 1.2694 -3.4188
C 2.2819 0.9111 -2.1661
C 0.9945 0.3856 -1.9806
C 0.2125 0.2595 -3.1361
C 0.6869 0.5956 -4.3971
H 2.3468 1.3717 -5.5206
H 3.7640 1.6766 -3.5181
H 2.9351 1.0506 -1.3062
H -0.8026 -0.1204 -3.0544
H 0.0572 0.4541 -5.2671
N 4.6939 -5.6454 0.5341
C 4.9969 -6.9482 0.8315
C 6.0571 -7.7799 0.4794
C 5.9966 -9.0808 0.9286
C 4.9269 -9.5456 1.7158
C 3.8822 -8.7232 2.0687
C 3.9130 -7.4022 1.6111
N 2.9961 -6.3952 1.7662
C 3.4787 -5.3643 1.1160
C 2.7587 -4.1184 0.9397
C 3.2046 -3.1322 0.1356
C 2.3926 -1.9822 -0.1305
N 1.2109 -1.7821 0.3354
C 0.5647 -2.8113 1.1505
C 1.4028 -4.0325 1.5758
H 5.2612 -5.0151 -0.0027
H 6.8867 -7.4308 -0.1214
H 6.7886 -9.7695 0.6669
H 4.9277 -10.5773 2.0407
H 3.0580 -9.0748 2.6741
H 4.1598 -3.1891 -0.3685
H 2.7772 -1.2204 -0.8015
H -0.2571 -3.1647 0.5488
H 0.8851 -4.9417 1.2670
*
```



2.
The following is a quantum chemistry calculation of a cluster of 10 separate species, C60H50BrF14N2O in total at a distorted geometry, from OMol25.

Output
Molar mass   1160.95 g/mol
Orbital gap   0.2087 Eh
Maximum force   7.27 eV/A

Geometry as ORCA input:
```
! RIJCOSX wB97M-V def2-TZVPD def2/J DEFGRID3
* xyz 1 1
C 1.2410 -1.2838 -0.6429
C 1.5800 -1.4542 0.9257
O 2.9161 -2.0779 1.1686
C 3.8216 -0.9750 1.0047
N 4.4307 -0.9430 -0.3005
F 4.2395 -1.8357 -1.2798
C 5.2582 0.2653 -0.2581
C 6.1335 0.8141 -1.4781
F 5.6255 0.2343 -2.6838
F 7.5074 0.5502 -1.2969
F 5.8456 2.2204 -1.5724
C 5.1092 0.9013 1.1508
Br 5.9202 2.5548 1.8896
N 4.1831 0.0660 1.9324
F 3.7253 0.1924 3.1807
H 1.9557 -0.4723 -1.0633
H 0.1799 -0.8939 -0.8484
H 1.4834 -2.2541 -1.2139
H 0.7346 -1.9857 1.4826
H 1.6716 -0.3839 1.3545
F -2.0936 -1.9901 0.3222
C -2.5056 -1.8172 1.5878
C -2.2558 -0.6126 2.2277
C -2.6864 -0.4330 3.5387
C -3.3525 -1.4638 4.1976
C -3.5935 -2.6710 3.5466
C -3.1727 -2.8470 2.2325
H -1.7289 0.1754 1.7012
H -2.5031 0.5082 4.0463
H -3.6844 -1.3244 5.2219
H -4.1084 -3.4737 4.0625
H -3.3595 -3.7767 1.7077
F -6.1122 -4.3525 2.9563
C -7.1898 -3.8396 3.5753
C -7.0544 -2.6897 4.3390
C -8.1714 -2.1565 4.9752
C -9.4081 -2.7849 4.8495
C -9.5310 -3.9418 4.0842
C -8.4170 -4.4694 3.4386
H -6.0831 -2.2191 4.4323
H -8.0785 -1.2529 5.5690
H -10.2756 -2.3719 5.3485
H -10.4943 -4.4323 3.9906
H -8.4961 -5.3640 2.8318
F 9.1058 3.3918 2.5356
C 9.7610 2.2724 2.8862
C 9.5892 1.1193 2.1354
C 10.2714 -0.0391 2.4957
C 11.1089 -0.0334 3.6089
C 11.2697 1.1293 4.3582
C 10.5965 2.2906 3.9919
H 8.9268 1.1319 1.2769
H 10.1504 -0.9448 1.9107
H 11.6373 -0.9383 3.8919
H 11.9193 1.1309 5.2272
H 10.7168 3.2067 4.5584
F -10.8671 -0.5682 6.1306
C -10.8858 0.6397 5.5416
C -10.8693 0.7225 4.1577
C -10.8937 1.9729 3.5478
C -10.9234 3.1261 4.3292
C -10.9347 3.0308 5.7180
C -10.9214 1.7805 6.3284
H -10.8378 -0.1857 3.5665
H -10.8890 2.0493 2.4655
H -10.9381 4.1005 3.8530
H -10.9537 3.9301 6.3249
H -10.9387 1.6872 7.4081
F 6.9604 1.1775 8.9830
C 6.5477 1.2157 7.7101
C 7.4545 0.9604 6.6923
C 7.0247 0.9951 5.3700
C 5.6949 1.2954 5.0801
C 4.7942 1.5550 6.1099
C 5.2210 1.5096 7.4328
H 8.4864 0.7368 6.9371
H 7.7247 0.7892 4.5658
H 5.3619 1.3265 4.0487
H 3.7599 1.7928 5.8820
H 4.5323 1.7001 8.2474
F -10.5003 6.4011 4.0300
C -10.0193 6.6383 2.7997
C -9.0452 5.8009 2.2749
C -8.5506 6.0442 0.9973
C -9.0271 7.1275 0.2628
C -10.0010 7.9641 0.8010
C -10.5042 7.7154 2.0740
H -8.6801 4.9672 2.8639
H -7.7943 5.3911 0.5746
H -8.6374 7.3191 -0.7321
H -10.3681 8.8098 0.2291
H -11.2689 8.3514 2.5046
F 2.7342 -2.0817 -4.0543
C 3.7976 -2.4612 -4.7870
C 3.7419 -2.3671 -6.1686
C 4.8440 -2.7551 -6.9247
C 5.9848 -3.2428 -6.2896
C 6.0270 -3.3373 -4.9014
C 4.9290 -2.9389 -4.1455
H 2.8427 -1.9932 -6.6450
H 4.8145 -2.6787 -8.0066
H 6.8424 -3.5494 -6.8802
H 6.9144 -3.7209 -4.4085
H 4.9472 -2.9975 -3.0643
F 5.2732 -2.4750 -10.1274
C 5.2418 -1.3468 -10.8577
C 6.2667 -0.4227 -10.7270
C 6.2369 0.7427 -11.4866
C 5.1767 0.9752 -12.3599
C 4.1503 0.0421 -12.4791
C 4.1853 -1.1284 -11.7280
H 7.0792 -0.6171 -10.0362
H 7.0378 1.4691 -11.3979
H 5.1519 1.8867 -12.9489
H 3.3233 0.2266 -13.1567
H 3.3995 -1.8698 -11.8146
F -3.0176 -1.7486 -7.9873
C -2.0771 -2.1478 -7.1194
C -1.2125 -1.2111 -6.5737
C -0.2396 -1.6247 -5.6690
C -0.1357 -2.9718 -5.3287
C -1.0061 -3.9042 -5.8867
C -1.9862 -3.4897 -6.7829
H -1.3034 -0.1688 -6.8568
H 0.4373 -0.8990 -5.2299
H 0.6264 -3.2940 -4.6263
H -0.9211 -4.9535 -5.6237
H -2.6779 -4.2003 -7.2202
*
```



3.
The following is a quantum chemistry calculation of a cluster of 10 separate species, C60H50N10O20 in total at a distorted geometry, from OMol25.

Output
Energy above the lowest of the compared OMol25 structures with the same formula, charge and spin   52.05 kcal/mol
Molar mass   1231.11 g/mol
Orbital gap   0.2989 Eh
SMILES string   O=[N+]([O-])c1ccccc1.O=[N+]([O-])c1ccccc1.O=[N+]([O-])c1ccccc1.O=[N+]([O-])c1ccccc1.O=[N+]([O-])c1ccccc1.O=[N+]([O-])c1ccccc1.O=[N+]([O-])c1ccccc1.O=[N+]([O-])c1ccccc1.O=[N+]([O-])c1ccccc1.O=[N+]([O-])c1ccccc1
Maximum force   3.34 eV/A

Geometry as ORCA input:
```
! RIJCOSX wB97M-V def2-TZVPD def2/J DEFGRID3
* xyz 0 1
C 18.4426 16.0582 11.4006
C 19.1696 16.9711 10.6426
C 20.2819 16.5567 9.9688
C 20.6508 15.2188 10.0625
C 19.9933 14.3208 10.9053
C 18.9125 14.8179 11.6707
N 21.8870 14.7465 9.3597
O 22.4719 15.5814 8.6766
O 22.2702 13.6307 9.5769
H 17.6473 16.3706 12.0657
H 18.8544 17.9974 10.4357
H 20.7185 17.3177 9.2591
H 20.3970 13.3103 10.9799
H 18.3392 14.1732 12.3234
C 13.1571 17.4401 11.8241
C 13.5315 17.7558 13.1437
C 14.3536 16.8612 13.7529
C 14.7053 15.6702 13.1827
C 14.1789 15.2185 11.9879
C 13.3645 16.1337 11.3268
N 15.7174 14.8530 13.7748
O 15.9412 13.7014 13.3657
O 16.4088 15.4205 14.6614
H 12.7292 18.2217 11.2061
H 13.4634 18.7302 13.5757
H 14.8574 17.1524 14.6490
H 14.3748 14.2276 11.5533
H 12.9696 15.8631 10.3502
C 26.5348 13.5566 12.7360
C 27.3329 13.3928 11.6165
C 28.5223 14.0620 11.4948
C 28.8290 14.9253 12.5183
C 28.0664 15.1651 13.6128
C 26.9122 14.4342 13.7591
N 30.0999 15.7107 12.3699
O 30.6597 15.8302 11.3090
O 30.4628 16.2511 13.4261
H 25.6256 12.9496 12.8784
H 26.9328 12.6821 10.9051
H 29.1581 13.9474 10.6559
H 28.3340 15.9419 14.3284
H 26.2130 14.6815 14.6182
C 23.3081 16.0200 17.3932
C 22.6754 16.8642 18.2943
C 22.6251 16.5642 19.6446
C 23.1506 15.3368 20.0670
C 23.6731 14.4171 19.1285
C 23.8667 14.7620 17.8055
N 22.9037 14.7696 21.4347
O 23.4180 13.7165 21.7537
O 22.1284 15.3967 22.1354
H 23.3316 16.3164 16.3337
H 22.2461 17.7815 17.9076
H 22.1626 17.1822 20.4097
H 23.9092 13.4629 19.4684
H 24.3850 14.1216 17.1338
C 26.9710 17.6962 11.5997
C 26.7188 18.0962 12.9103
C 25.4235 17.9626 13.4533
C 24.3998 17.5798 12.6266
C 24.6341 17.2737 11.2779
C 25.9275 17.3162 10.7667
N 23.0958 17.2029 13.1695
O 22.8579 17.4420 14.3426
O 22.3561 16.6269 12.4248
H 27.9786 17.7162 11.2046
H 27.4812 18.5095 13.5418
H 25.2544 18.2492 14.4397
H 23.8119 16.9772 10.5941
H 26.2132 17.1419 9.7624
C 22.6194 10.7212 17.8370
C 23.2739 9.6049 17.3740
C 23.3966 8.5246 18.2041
C 22.8211 8.5543 19.4782
C 22.0788 9.6628 19.9378
C 22.0588 10.7520 19.1055
N 22.9131 7.3629 20.3020
O 23.7426 6.5093 20.0513
O 22.2058 7.2944 21.2686
H 22.5341 11.4954 17.0951
H 23.6432 9.5381 16.3465
H 23.9879 7.6800 17.9006
H 21.5134 9.5900 20.8385
H 21.5710 11.6319 19.4227
C 19.5563 18.4125 13.7940
C 18.4332 19.0178 13.2866
C 17.3309 19.2102 14.1085
C 17.3794 18.8364 15.4160
C 18.4903 18.2681 15.9434
C 19.6190 18.0847 15.1748
N 16.1923 19.1434 16.2149
O 15.2977 19.7767 15.6723
O 16.2190 18.8666 17.3540
H 20.3788 18.1861 13.1155
H 18.2830 19.1521 12.2090
H 16.3395 19.5684 13.8008
H 18.5219 18.0899 16.9985
H 20.4911 17.7080 15.6607
C 11.8830 13.1888 15.2412
C 11.4732 13.0740 13.8914
C 12.4187 12.4832 13.0665
C 13.5942 11.9490 13.5030
C 13.9607 11.9706 14.8635
C 13.0838 12.6691 15.6752
N 14.5697 11.3017 12.5259
O 15.4772 10.6572 13.0097
O 14.3782 11.5963 11.3380
H 11.1922 13.6680 15.9907
H 10.5532 13.3642 13.4287
H 12.2598 12.5038 11.9902
H 14.8317 11.4188 15.2065
H 13.2591 12.7439 16.7329
C 16.5385 16.1496 18.8291
C 16.2743 14.9583 18.1378
C 17.2487 14.0884 17.8265
C 18.4832 14.3762 18.4029
C 18.8298 15.5447 19.0602
C 17.7909 16.3407 19.3735
N 19.5235 13.4014 18.1247
O 19.1773 12.3007 17.6915
O 20.7137 13.7272 18.3240
H 15.8014 16.9484 18.9167
H 15.2931 14.7810 17.6929
H 16.9760 13.1361 17.3789
H 19.8413 15.7511 19.4555
H 18.0702 17.2574 19.8833
C 18.9337 12.8719 14.4620
C 19.6950 11.7807 13.9668
C 21.0969 11.9674 13.9774
C 21.6376 13.1427 14.4293
C 20.8562 14.2410 14.8694
C 19.4772 14.0856 14.9116
N 23.0828 13.2669 14.4363
O 23.7311 12.2306 14.4782
O 23.5341 14.4079 14.4146
H 17.8272 12.7725 14.4020
H 19.1987 10.8526 13.5868
H 21.6790 11.1126 13.6260
H 21.3683 15.1337 15.2125
H 18.8294 14.8076 15.3220
*
```